--- w ---
Molecular formula: C4H8O2
Method: DFT, ωB97M-V/def2-TZVPD

Each line ends with the Löwdin charge.
CARTESIAN COORDINATES (ANGSTROEM)
C 1.55 -0.11 -0.95  -0.05
C 0.20 0.51 -0.44  -0.42
O -0.69 0.54 -1.56  -0.04
C -0.18 -0.49 0.73  -0.13
C -1.47 -0.13 1.41  -0.24
O -2.21 0.72 0.97  0.05
H 2.28 0.23 -0.20  0.08
H 1.80 0.44 -1.90  0.09
H 1.37 -1.18 -1.06  0.07
H 0.19 1.47 0.09  0.14
H -1.55 0.56 -1.12  0.07
H -0.19 -1.44 0.19  0.11
H 0.66 -0.52 1.47  0.14
H -1.75 -0.60 2.36  0.12

Calculated values
SMILES	C[C@@H](O)CC=O
charge	0
HOMO-LUMO gap	11.0645	eV
HOMO level	-10.171	eV

---

--- x ---
Molecular formula: C4H8O2
Method: DFT, ωB97M-V/def2-TZVPD

Each line ends with the Löwdin charge.
CARTESIAN COORDINATES (ANGSTROEM)
C 0.80 1.20 1.08  -0.11
C -0.51 0.42 1.09  -0.23
C -0.93 -0.07 -0.29  -0.18
O -0.42 -1.41 -0.46  -0.03
C -0.08 -1.78 -1.70  -0.35
O -0.11 -1.09 -2.69  0.07
H 0.67 2.16 0.56  0.08
H 1.15 1.42 2.09  0.07
H 1.59 0.65 0.56  0.08
H -1.31 1.04 1.51  0.11
H -0.42 -0.46 1.74  0.11
H -2.01 -0.12 -0.40  0.13
H -0.53 0.56 -1.09  0.12
H 0.24 -2.83 -1.68  0.14

Calculated values
SMILES	CCCOC=O
charge	0
HOMO-LUMO gap	11.6975	eV
HOMO level	-10.701	eV

---

Quick one: least stable of them? w